1.
{
  "formula": "C4H9NS",
  "method": "the ωB97M-V functional and the def2-TZVPD basis",
  "species": ["C", "C", "C", "S", "H", "H", "H", "H", "H", "H", "C", "N", "H", "H", "H"],
  "xyz": [[-0.0779, 0.8447, -1.3743], [0.2187, 0.8300, 0.1167], [1.5398, 0.4467, 0.5463], [-0.8305, 1.5545, 1.1544], [0.5293, 0.1401, -2.0386], [0.0603, 1.8699, -1.7695], [-1.0870, 0.5051, -1.6510], [2.1296, 1.2751, 0.2914], [1.8906, -0.4939, 0.1337], [1.6382, 0.4382, 1.6243], [-0.8536, -1.5631, 0.7809], [-2.0905, -1.3147, 0.7682], [-0.3883, -1.8990, 1.6873], [-0.2239, -1.5321, -0.1160], [-2.4547, -1.1015, -0.1538]],
  "forces_ev_per_a": [[0.372, -1.137, -1.427], [-2.232, 1.951, -0.266], [0.407, -1.230, 1.200], [0.628, -0.267, -0.654], [-0.073, 0.943, 1.209], [-0.098, -0.510, 0.246], [-0.030, 0.536, 0.623], [1.472, 0.972, -0.948], [0.276, 0.063, -0.312], [-0.280, -0.309, 0.286], [-0.876, -0.529, -0.871], [-0.013, -0.692, 0.484], [0.286, 0.088, 0.555], [0.002, -0.126, 0.098], [0.159, 0.248, -0.223]],
  "mulliken_charge": [-1.04, 0.29, -1.15, -0.14, 0.29, 0.35, 0.31, 0.41, 0.31, 0.38, -0.32, -0.53, 0.30, 0.30, 0.26],
  "smiles": "CC(C)=S.C=N",
  "gap_ev": 8.294,
  "total_charge": 0,
  "spin_multiplicity": 1,
  "energy_ev": -16617.1950,
  "relative_energy_kcal_mol": 52.11,
  "max_force_ev_per_a": 2.98
}

2.
{
  "formula": "C11H17BHfN6O3S",
  "method": "the ωB97M-V functional and the def2-TZVPD basis",
  "species": ["H", "N", "B", "N", "C", "Hf", "H", "C", "H", "C", "H", "C", "H", "H", "H", "N", "N", "N", "N", "C", "C", "H", "H", "C", "C", "C", "C", "H", "H", "H", "H", "H", "C", "S", "O", "O", "O", "H", "H", "H"],
  "xyz": [[0.0958, 3.1103, 1.5667], [0.3228, 1.7389, -0.0809], [0.9268, 0.7959, -2.4401], [0.7292, 1.9234, -1.3983], [0.8789, 3.2218, -1.6208], [-0.2873, -0.0741, 0.6974], [1.1595, 3.5575, -2.5896], [0.6420, 3.9221, -0.4508], [0.6935, 4.9738, -0.3213], [0.3187, 2.9844, 0.5235], [1.4019, 1.1657, -3.4747], [-2.0188, -2.8973, 2.2825], [-2.3608, -3.2375, 3.2583], [-0.9999, -3.2602, 2.0979], [-2.6998, -3.3198, 1.5465], [-0.4825, 0.2168, -2.6336], [1.7238, -0.3512, -1.7699], [-1.2421, -0.2688, -1.5635], [1.5093, -0.8565, -0.4861], [-1.1355, 0.1186, -3.7979], [2.7268, -1.0049, -2.3610], [-0.6981, 0.4560, -4.7336], [2.9895, -0.7754, -3.3778], [-2.3691, -0.4449, -3.5435], [3.2637, -1.9041, -1.4613], [-2.4035, -0.6905, -2.1614], [2.5077, -1.7741, -0.2874], [-3.1451, -0.6251, -4.2638], [4.0907, -2.5539, -1.6563], [-3.2259, -1.1388, -1.6408], [2.6675, -2.2871, 0.6397], [-2.0288, -1.8055, 2.2346], [-0.7190, -0.3322, 4.9429], [-0.1573, 0.5717, 3.4769], [-1.3048, 0.6840, 2.3932], [0.1511, 1.8719, 4.0018], [0.8712, -0.2431, 2.7440], [-1.5721, 0.2033, 5.4316], [0.1514, -0.3088, 5.6457], [-0.9712, -1.3620, 4.6316]],
  "forces_ev_per_a": [[-0.127, -0.019, 0.187], [0.407, 0.589, 0.000], [-0.955, -0.984, 0.939], [0.078, 0.566, 0.512], [-0.046, -0.777, 0.702], [0.770, -0.153, -1.518], [0.194, 0.264, -0.504], [-0.345, -0.346, 1.223], [0.072, 0.591, 0.115], [0.216, 0.158, -1.823], [-0.016, 0.013, 0.351], [0.383, -0.343, -0.401], [0.158, 0.252, 0.089], [-0.193, -0.127, 0.096], [0.081, 0.126, -0.123], [-0.157, 0.047, 0.086], [0.178, -0.176, 0.191], [-0.033, -0.006, -0.490], [0.291, 0.339, 0.134], [-0.134, -0.134, 0.886], [-0.405, 0.241, 0.839], [-0.020, -0.067, 0.344], [0.136, 0.051, -0.067], [-0.322, -0.281, 0.847], [-0.377, -0.148, 0.863], [0.644, 0.571, -0.854], [0.092, 0.359, -1.553], [-0.108, -0.159, 0.046], [0.188, -0.207, 0.162], [-0.036, -0.050, 0.456], [-0.243, -0.072, 0.307], [-0.308, 0.231, 0.138], [0.014, -0.372, -0.334], [-1.304, 1.490, 2.738], [1.405, -0.878, -0.534], [0.428, -1.002, -1.366], [-0.788, 0.327, -1.551], [0.693, -0.335, -0.783], [-0.577, -0.066, -0.747], [0.068, 0.488, 0.395]],
  "mulliken_charge": [0.48, 0.42, 0.11, -0.44, 0.07, 2.16, 0.51, -1.22, 0.47, -0.01, -0.02, -0.96, 0.35, 0.35, 0.33, 0.46, 0.24, -0.75, -0.48, -0.05, -0.02, 0.44, 0.47, -0.89, -1.03, -0.26, -0.15, 0.43, 0.43, 0.49, 0.52, 0.05, -0.86, 1.08, -0.59, -0.49, -0.68, 0.38, 0.39, 0.26],
  "gap_ev": 7.450,
  "total_charge": 2,
  "spin_multiplicity": 1,
  "energy_ev": -39572.2506,
  "relative_energy_kcal_mol": 13.91,
  "max_force_ev_per_a": 3.38
}

3.
{
  "formula": "C3H5HgO4",
  "method": "the ωB97M-V functional and the def2-TZVPD basis",
  "species": ["C", "O", "C", "O", "Hg", "H", "H", "H", "H", "H", "O", "C", "O"],
  "xyz": [[2.9908, -1.0986, 1.9391], [1.9470, -0.5047, 1.2165], [0.6788, -0.3772, 1.9353], [-0.1328, 0.3691, 1.1823], [1.0238, 0.7693, -0.5252], [3.8783, -1.1312, 1.2963], [3.2265, -0.5175, 2.8470], [2.7237, -2.1261, 2.2397], [0.9262, 0.0788, 2.9240], [0.3278, -1.4218, 2.1127], [-0.8658, 0.9754, -2.1779], [-1.7832, 1.6534, -1.9245], [-2.6328, 2.4296, -1.8301]],
  "forces_ev_per_a": [[0.340, -0.307, 0.400], [0.078, -0.325, 0.537], [0.535, -0.575, 0.895], [-0.736, -0.039, 0.326], [0.947, 0.806, -0.999], [-0.257, 0.003, 0.147], [-0.044, -0.142, -0.226], [0.128, 0.228, -0.070], [-0.117, -0.072, -0.331], [-0.045, 0.369, -0.117], [-1.153, -0.135, 0.101], [0.524, 0.534, -1.251], [-0.200, -0.346, 0.589]],
  "lowdin_spin": [0.00, 0.10, 0.01, 0.19, 0.55, 0.00, 0.00, 0.00, 0.00, 0.00, 0.11, 0.03, 0.01],
  "gap_ev": [8.345, 7.764],
  "total_charge": 0,
  "spin_multiplicity": 2,
  "s2": 0.75,
  "energy_ev": -15554.6935,
  "relative_energy_kcal_mol": 0.00,
  "max_force_ev_per_a": 1.59
}

4.
{
  "formula": "C25H58BCl2I2NO10S5Si2",
  "method": "the ωB97M-V functional and the def2-TZVPD basis",
  "species": ["C", "B", "O", "Si", "O", "Si", "C", "C", "C", "C", "O", "C", "Cl", "C", "C", "Cl", "C", "I", "C", "C", "I", "N", "C", "C", "O", "C", "C", "O", "H", "H", "H", "H", "H", "H", "H", "H", "H", "H", "H", "H", "H", "H", "H", "H", "H", "H", "H", "H", "H", "H", "H", "H", "H", "H", "H", "H", "C", "S", "O", "C", "H", "H", "H", "H", "H", "H", "C", "S", "O", "C", "H", "H", "H", "H", "H", "H", "C", "S", "O", "C", "H", "H", "H", "H", "H", "H", "C", "S", "O", "C", "H", "H", "H", "H", "H", "H", "C", "S", "O", "C", "H", "H", "H", "H", "H", "H"],
  "xyz": [[0.2966, -5.7604, -2.5841], [0.7696, -4.4315, -3.3240], [1.3436, -4.5723, -4.5612], [0.5730, -2.6683, -2.3849], [-0.8120, -2.5670, -1.4231], [-2.2934, -2.6700, -2.2057], [-3.6634, -2.1463, -0.9933], [-4.7118, -1.2278, -1.6522], [-5.7019, -2.0181, -2.5459], [-5.4604, -1.7374, -4.0432], [-6.6211, -1.1133, -4.6134], [-2.7183, -4.4067, -2.8109], [-2.8094, -4.5977, -4.5736], [-2.9487, -5.4670, -2.0863], [-3.2568, -6.8032, -2.6806], [-2.8421, -5.3428, -0.3670], [2.0408, -2.6221, -1.1496], [1.8393, -4.0777, 0.4010], [3.4428, -2.6370, -1.8871], [4.2594, -1.4596, -1.3577], [4.5706, -4.4507, -1.4588], [0.8756, -1.2416, -3.4194], [0.8760, 0.0083, -2.7024], [1.9367, 1.0070, -3.0733], [0.0756, 0.2572, -1.8754], [0.1563, -1.1912, -4.6494], [-0.8011, -0.0103, -4.8412], [0.2903, -1.9659, -5.5228], [1.1957, -6.3143, -2.3109], [-0.2222, -5.5011, -1.6680], [-0.3391, -6.3864, -3.2106], [0.7982, -5.2054, -5.0516], [-2.4306, -1.7715, -3.3611], [-4.2024, -2.9923, -0.5770], [-3.2471, -1.6143, -0.1389], [-5.3095, -0.8227, -0.8375], [-4.2910, -0.3685, -2.1666], [-6.7264, -1.7779, -2.2951], [-5.5750, -3.0844, -2.3829], [-4.6267, -1.0473, -4.1699], [-5.2411, -2.6817, -4.5414], [-6.5970, -1.3360, -5.5512], [-3.0983, -7.5408, -1.9004], [-2.5441, -7.0467, -3.4554], [-4.2659, -6.8457, -3.0702], [1.9670, -1.6497, -0.6681], [3.3508, -2.5234, -2.9602], [5.0988, -1.2245, -2.0023], [3.6490, -0.5612, -1.3111], [4.5698, -1.6640, -0.3375], [2.6873, 1.0849, -2.2937], [1.5222, 1.9636, -3.3625], [2.4536, 0.6136, -3.9473], [-1.4160, -0.2391, -5.6986], [-1.4085, 0.1792, -3.9680], [-0.2231, 0.8696, -5.1197], [-0.8700, -0.3424, 1.3810], [-1.9316, -1.1821, 2.5606], [-3.3080, -0.6384, 2.3767], [-1.2524, -0.4108, 4.0339], [-1.1581, -0.6526, 0.3786], [-0.9917, 0.7371, 1.4794], [0.1684, -0.6249, 1.5597], [-1.3473, 0.6715, 3.9674], [-0.2040, -0.6905, 4.1387], [-1.8117, -0.7710, 4.8944], [-1.4272, 4.1622, 7.2793], [-0.9931, 2.4260, 7.4269], [-0.7503, 1.9127, 6.0484], [-2.6281, 1.8625, 7.9219], [-0.5463, 4.7008, 6.9365], [-2.2338, 4.2803, 6.5550], [-1.7294, 4.5431, 8.2545], [-3.3580, 2.1270, 7.1561], [-2.8933, 2.3205, 8.8749], [-2.5917, 0.7807, 8.0347], [6.5837, 3.9439, -2.2394], [5.5392, 2.8498, -1.2706], [5.0842, 1.7541, -2.1772], [4.1711, 3.9973, -1.1007], [7.4924, 3.4020, -2.4955], [6.0626, 4.2404, -3.1498], [6.8378, 4.8216, -1.6456], [3.8102, 4.2917, -2.0849], [4.4990, 4.8755, -0.5453], [3.3739, 3.4979, -0.5502], [1.9821, 0.9583, 10.4858], [0.4323, 1.6382, 11.0908], [0.2628, 2.9771, 10.4672], [0.9834, 1.9083, 12.7813], [1.8669, 0.7541, 9.4230], [2.7849, 1.6807, 10.6343], [2.2027, 0.0300, 11.0131], [1.8503, 2.5692, 12.7846], [1.2342, 0.9507, 13.2380], [0.1671, 2.3716, 13.3316], [1.1309, 5.5735, -3.9250], [2.8158, 5.5801, -4.5529], [3.7042, 6.0050, -3.4341], [2.6133, 6.9980, -5.6382], [1.0477, 4.7763, -3.1881], [0.9083, 6.5307, -3.4531], [0.4385, 5.3835, -4.7451], [2.2959, 7.8639, -5.0571], [1.8747, 6.7636, -6.4047], [3.5732, 7.2028, -6.1074]],
  "forces_ev_per_a": [[-0.035, 0.933, 0.066], [-0.151, -1.083, -0.501], [-0.785, 0.559, 0.004], [1.087, -0.308, 1.303], [0.099, -0.232, -1.823], [-1.219, 0.141, 1.808], [0.390, 0.517, -0.611], [-0.946, -0.738, 0.778], [1.020, 0.634, -0.702], [-0.626, 0.019, 0.412], [0.150, -0.456, -0.264], [0.682, 1.700, -1.147], [0.070, 0.130, 0.264], [-0.318, -1.109, -0.045], [0.405, -0.329, 1.085], [0.063, -0.149, 0.140], [0.120, 0.010, -1.020], [-0.878, 0.504, 0.401], [-0.267, 0.351, 1.399], [-0.091, -0.149, -0.068], [0.402, 0.317, -1.085], [-0.678, -0.296, 0.409], [1.247, 0.443, -1.321], [0.477, -1.006, -1.158], [-1.681, 0.200, 2.021], [-0.530, 2.391, 0.803], [0.455, -0.268, -0.118], [0.433, -2.075, -1.311], [0.096, -0.115, -0.037], [-0.174, -0.298, 0.215], [0.013, -0.108, -0.082], [0.693, -0.324, -0.051], [0.438, -0.056, -0.258], [0.108, -0.193, 0.027], [0.250, -0.024, 0.080], [0.086, 0.233, 0.162], [0.175, -0.001, -0.199], [-0.243, 0.150, -0.098], [-0.017, -0.185, 0.189], [0.260, -0.131, -0.012], [0.054, 0.048, -0.286], [-0.204, 0.231, 0.091], [-0.364, -0.276, 0.036], [0.036, 0.116, -0.402], [-0.188, -0.075, -0.080], [0.035, -0.047, 0.432], [-0.183, -0.481, -0.232], [0.283, -0.082, 0.119], [-0.141, 0.107, -0.169], [0.271, 0.027, 0.086], [-0.017, 0.283, 0.175], [-0.219, 0.251, 0.397], [0.264, 0.134, -0.051], [-0.226, -0.159, -0.117], [-0.063, 0.206, 0.155], [0.092, 0.214, 0.234], [0.059, 0.141, -0.072], [0.076, -0.152, 0.049], [0.010, 0.072, -0.051], [0.028, 0.068, -0.080], [0.020, -0.056, 0.030], [-0.049, -0.018, 0.061], [-0.019, -0.059, 0.016], [-0.024, -0.006, 0.016], [-0.007, -0.019, -0.010], [-0.035, -0.023, -0.038], [-0.090, 0.127, -0.009], [0.171, -0.118, 0.081], [-0.128, 0.059, -0.055], [-0.142, 0.041, -0.015], [0.039, -0.067, 0.017], [0.014, -0.080, -0.017], [0.057, -0.043, 0.029], [0.049, 0.002, -0.037], [0.056, -0.005, 0.014], [0.063, 0.006, -0.015], [0.052, 0.017, -0.179], [0.056, 0.015, 0.127], [-0.094, 0.071, -0.027], [-0.224, -0.108, 0.017], [-0.027, -0.058, 0.060], [-0.078, 0.007, 0.054], [-0.030, -0.015, 0.028], [0.161, 0.030, 0.064], [0.023, 0.004, -0.022], [0.105, -0.084, 0.070], [0.129, -0.002, -0.033], [-0.072, -0.057, -0.027], [0.025, 0.069, 0.102], [0.092, 0.008, 0.077], [-0.076, 0.030, 0.009], [-0.049, 0.043, 0.017], [-0.041, 0.000, 0.007], [-0.017, 0.013, -0.064], [-0.027, -0.011, -0.018], [-0.035, -0.007, -0.059], [-0.077, 0.061, 0.075], [-0.020, -0.058, -0.158], [-0.096, 0.111, -0.112], [-0.039, 0.111, -0.011], [0.058, -0.012, -0.016], [0.058, 0.010, -0.005], [0.034, -0.020, -0.019], [0.017, -0.035, 0.052], [0.016, -0.039, 0.003], [0.021, -0.059, 0.031]],
  "mulliken_charge": [-0.73, 0.26, -0.53, -0.26, 0.47, -0.23, 0.36, -1.23, -0.62, -0.11, -0.59, 0.61, -0.21, 0.62, -1.50, -0.15, -0.88, 0.12, -0.26, -1.18, 0.00, 0.93, 0.36, -1.26, -0.48, 0.49, -1.30, -0.52, 0.33, 0.11, 0.20, 0.29, -0.30, 0.73, -0.61, 0.45, 0.47, 0.49, 0.27, 0.08, 0.26, 0.33, 0.40, 0.37, 0.33, 0.27, 0.54, 0.40, 0.10, 0.44, 0.05, 0.34, 0.37, 0.33, 0.41, 0.33, -0.63, 0.50, -0.66, -0.91, -0.15, 0.50, 0.30, 0.26, 0.39, 0.38, -1.04, 0.53, -0.59, -1.06, 0.31, 0.36, 0.37, 0.40, 0.39, 0.31, -0.95, 0.45, -0.54, -0.47, 0.34, 0.22, 0.40, -0.18, 0.42, 0.32, -0.92, 0.54, -0.58, -0.98, 0.29, 0.31, 0.37, 0.30, 0.37, 0.31, -0.99, 0.60, -0.63, -1.01, 0.24, 0.39, 0.38, 0.31, 0.37, 0.34],
  "gap_ev": 8.396,
  "total_charge": 0,
  "spin_multiplicity": 1,
  "energy_ev": -160684.8603,
  "relative_energy_kcal_mol": 26.51,
  "max_force_ev_per_a": 2.64
}